[1]
Here is a 7-piece molecular cluster, C14H44N2O10 overall at a distorted geometry from the OMol25 dataset. Energies are from ωB97M-V/def2-TZVPD.

```
! wB97M-V def2-TZVPD RIJCOSX def2/J DEFGRID3
* xyz 0 1
C -20.000 9.223 3.029
C -21.011 8.422 3.797
C -20.540 6.968 3.801
O -21.330 6.169 4.648
C -20.842 4.858 4.684
N -21.099 8.905 5.175
H -20.071 9.239 1.941
H -18.959 9.202 3.366
H -20.116 10.307 3.217
H -21.954 8.487 3.241
H -19.472 6.894 4.026
H -20.676 6.628 2.761
H -19.759 4.769 4.827
H -20.999 4.379 3.704
H -21.349 4.217 5.400
H -21.353 9.895 5.152
H -21.913 8.517 5.649
C -28.132 11.553 -1.899
C -27.347 10.937 -0.764
C -27.478 9.431 -0.591
O -26.397 8.897 0.160
C -26.566 7.521 0.436
N -25.923 11.297 -0.862
H -29.177 11.260 -1.804
H -27.794 11.300 -2.911
H -27.900 12.621 -1.939
H -27.739 11.364 0.172
H -27.500 8.844 -1.517
H -28.422 9.252 -0.062
H -26.390 6.969 -0.494
H -27.495 7.239 0.932
H -25.764 7.243 1.119
H -25.703 12.252 -1.128
H -25.542 11.182 0.072
O -22.158 12.316 4.426
H -22.200 12.201 3.460
H -22.878 11.773 4.767
O -24.147 14.703 4.766
H -23.381 14.117 4.775
H -24.226 14.978 3.848
C -24.025 13.495 0.996
C -23.372 12.145 0.642
O -22.276 11.826 1.521
O -24.876 13.459 2.117
H -24.613 13.649 0.082
H -23.265 14.262 1.113
H -22.950 12.179 -0.367
H -24.118 11.348 0.662
H -21.863 11.029 1.174
H -25.303 12.593 2.148
C -27.204 10.991 2.969
C -27.285 9.742 3.868
O -27.856 8.703 3.116
O -26.127 10.770 2.023
H -26.979 11.985 3.364
H -28.154 11.109 2.429
H -27.887 9.936 4.760
H -26.282 9.445 4.161
H -28.783 8.531 3.288
H -26.297 9.905 1.606
C -24.256 12.018 -3.978
C -22.975 12.320 -3.248
O -23.195 12.755 -1.888
O -24.890 10.876 -3.497
H -23.987 12.038 -5.039
H -24.887 12.924 -3.939
H -22.425 13.093 -3.798
H -22.377 11.406 -3.185
H -22.315 12.814 -1.508
H -25.227 11.030 -2.586
*
```

## Properties
Gap between HOMO and LUMO   9.66 eV
Relative energy (zero: lowest compared OMol25 entry of this formula, charge and spin)   135.5 kJ/mol
HOMO level   -9.35 eV
E   -38683.13781 eV
E_LUMO   0.01153 Eh
SMILES string   COC[C@H](C)N.COC[C@H](C)N.OCCO.OCCO.OCCO.O.O

***

[2]
Here is a 10-piece molecular cluster, C14H44O12 overall at a distorted geometry from the OMol25 dataset. Energies are from ωB97M-V/def2-TZVPD.

```
! wB97M-V def2-TZVPD RIJCOSX def2/J DEFGRID3
* xyz -2 1
C -0.008 -0.288 0.688
O -0.007 0.933 0.918
O -1.040 -0.944 0.475
O 1.010 -0.927 0.888
C -5.474 0.480 4.454
C -5.017 -0.052 3.085
O -3.976 -0.909 3.239
H -4.677 0.794 5.128
H -5.982 -0.349 4.946
H -6.183 1.304 4.376
H -4.745 0.845 2.529
H -5.821 -0.432 2.454
H -3.410 -0.835 2.467
C 3.388 6.680 1.858
C 2.510 5.756 1.143
O 2.272 4.744 2.057
H 4.367 6.233 2.031
H 2.902 7.072 2.752
H 3.614 7.455 1.126
H 2.972 5.422 0.214
H 1.582 6.262 0.877
H 1.863 4.020 1.577
C 6.015 1.502 -2.222
C 4.675 0.903 -1.876
O 4.848 -0.249 -1.084
H 5.909 2.554 -2.486
H 6.514 1.076 -3.092
H 6.710 1.486 -1.382
H 4.043 0.732 -2.747
H 4.087 1.616 -1.297
H 4.001 -0.485 -0.699
C 3.988 -6.232 2.204
C 3.490 -5.123 1.240
O 2.081 -4.962 1.190
H 5.076 -6.216 2.275
H 3.698 -7.206 1.811
H 3.573 -6.045 3.194
H 3.877 -5.416 0.264
H 3.969 -4.184 1.518
H 1.873 -4.043 1.005
C -0.504 2.358 -3.310
O 0.450 2.793 -2.396
H -0.834 3.131 -4.003
H 0.000 1.604 -3.914
H -1.335 1.889 -2.781
H 0.238 2.312 -1.593
C -5.355 -1.221 -1.924
O -4.664 -0.112 -1.429
H -4.865 -1.653 -2.797
H -5.246 -1.976 -1.145
H -6.424 -1.071 -2.075
H -3.807 -0.378 -1.086
C 0.714 -3.340 -2.977
O -0.542 -2.686 -2.896
H 1.024 -3.451 -4.016
H 1.557 -2.811 -2.532
H 0.702 -4.343 -2.552
H -0.622 -2.416 -1.978
C -2.460 -5.556 -0.254
O -2.571 -4.768 0.861
H -1.398 -5.740 -0.413
H -2.887 -6.523 0.012
H -2.968 -5.190 -1.147
H -2.287 -3.895 0.581
C -2.564 5.284 -0.404
O -2.140 4.608 0.788
H -3.310 6.058 -0.224
H -1.760 5.805 -0.923
H -2.951 4.557 -1.118
H -1.755 3.762 0.548
*
```

## Properties
Gap between HOMO and LUMO   3.57 eV
HOMO level   1.00 eV
E   -39796.76567 eV
E_LUMO   0.16804 Eh

***

> Among the records above, which one has the lowest HOMO level?

C14H44N2O10

***

> Number 2 is which compound?

C14H44O12